a | Computed, not measured: a 4-piece molecular cluster, C3H12O4 overall, with ωB97M-V/def2-TZVPD.

```
! RIJCOSX wB97M-V def2-TZVPD def2/J DEFGRID3
* xyz 0 1
O 3.125 -3.835 -1.459
O -5.203 2.578 1.352
O -1.784 0.592 -0.434
O -2.923 4.537 -0.156
C 3.465 -2.632 -0.777
C 3.078 -0.827 0.833
C 2.667 -2.107 0.096
H 1.681 -2.385 0.145
H -1.289 0.201 -1.228
H 2.674 -4.416 -0.947
H 4.224 -0.734 0.971
H -1.572 -0.233 0.211
H -2.914 5.080 0.622
H 2.741 -0.781 1.840
H 2.722 0.053 0.302
H -4.735 2.790 2.152
H -3.539 3.783 0.012
H 4.503 -2.516 -0.725
H -5.475 1.574 1.306
*
```

Properties
lowest unoccupied orbital energy	0.39	eV
SMILES	C/C=C/O.O.O.O
highest occupied orbital energy	-9.504	eV
Kohn-Sham gap	9.890	eV

=====

b | Computed, not measured: a 3-piece molecular cluster, C3H12O4 overall, with ωB97M-V/def2-TZVPD.

```
! RIJCOSX wB97M-V def2-TZVPD def2/J DEFGRID3
* xyz 0 1
O -0.759 1.422 3.288
O -0.846 -3.789 1.601
O 0.575 1.958 -1.393
O 2.379 -2.707 -5.182
C -0.365 1.446 -0.458
C 0.044 1.499 1.007
C -1.110 1.165 1.934
H -0.499 0.390 -0.718
H 3.160 -3.233 -5.377
H 2.041 -2.435 -6.039
H 0.396 2.889 -1.578
H -0.967 -2.860 1.374
H -1.253 0.091 1.889
H 0.897 0.847 1.171
H -1.118 2.275 3.543
H -2.033 1.588 1.505
H -1.643 -4.122 2.013
H 0.472 2.499 1.180
H -1.328 1.953 -0.604
*
```

Properties
lowest unoccupied orbital energy	0.70	eV
SMILES	OCCCO.O.O
highest occupied orbital energy	-10.114	eV
Kohn-Sham gap	10.812	eV

=====

c | Computed, not measured: a 4-piece molecular cluster, C3H12O4 overall, with ωB97M-V/def2-TZVPD.

```
! RIJCOSX wB97M-V def2-TZVPD def2/J DEFGRID3
* xyz 0 1
O 1.129 1.137 -2.384
O -1.350 0.324 -3.122
O -2.398 -2.506 0.258
O -0.791 0.290 0.625
C 0.554 0.228 0.972
C 1.186 0.756 2.011
C 2.260 0.234 2.876
H -1.451 0.094 -4.083
H 0.817 1.783 2.354
H 2.337 1.036 3.628
H 1.987 -0.788 3.347
H -2.775 -3.263 0.825
H 1.973 1.676 -2.346
H 3.303 0.166 2.342
H 0.487 1.238 -1.666
H 1.066 -0.326 0.313
H -3.095 -2.529 -0.464
H -1.084 -0.649 0.426
H -0.280 0.294 -2.839
*
```

Properties
lowest unoccupied orbital energy	0.53	eV
SMILES	C/C=C/O.O.O.O
highest occupied orbital energy	-8.302	eV
Kohn-Sham gap	8.831	eV

=====

d | Computed, not measured: a 4-piece molecular cluster, C3H12O4 overall, with ωB97M-V/def2-TZVPD.

```
! RIJCOSX wB97M-V def2-TZVPD def2/J DEFGRID3
* xyz 0 1
O 0.514 -0.490 -0.385
O -0.007 -2.321 -2.637
O -1.593 -0.090 -2.236
O -0.238 2.295 -1.340
C 0.156 -0.463 0.998
C 0.769 0.192 3.354
C 0.472 0.492 1.961
H -0.048 0.601 4.002
H 0.459 1.526 1.688
H -0.116 -1.437 1.480
H 0.760 -2.660 -3.145
H 0.948 -0.880 3.448
H 1.695 0.789 3.597
H -2.505 0.195 -2.457
H -1.265 0.722 -1.934
H 0.328 2.703 -1.945
H 0.233 -1.432 -0.727
H 0.249 2.272 -0.586
H -0.812 -2.014 -3.135
*
```

Properties
lowest unoccupied orbital energy	0.76	eV
SMILES	C/C=C/O.O.O.O
highest occupied orbital energy	-7.923	eV
Kohn-Sham gap	8.680	eV

=====

Which is most stable, and by how much? b, by 1.023 eV.

=====

a | Computed, not measured: C3H7ClN4 in the gas phase, with ωB97M-V/def2-TZVPD.

```
! RIJCOSX wB97M-V def2-TZVPD def2/J DEFGRID3
* xyz 0 1
Cl 3.527 -0.472 -0.030
N 0.007 2.341 0.109
N -1.553 -2.024 0.338
N -0.984 1.351 0.147
N -1.510 -0.830 -0.379
C -0.551 0.146 -0.085
C 1.892 0.013 0.320
C 0.821 -0.361 -0.340
H 0.710 2.166 -0.583
H -1.099 -2.809 -0.147
H 0.884 -1.114 -1.186
H -1.092 -1.966 1.229
H -2.414 -0.392 -0.389
H -0.397 3.251 -0.175
H 1.758 0.700 1.170
*
```

Properties
lowest unoccupied orbital energy	0.58	eV
SMILES	N/N=C(\C=C\Cl)NN
highest occupied orbital energy	-8.296	eV
Kohn-Sham gap	8.876	eV

=====

b | Computed, not measured: C3H7ClN4 in the gas phase, with ωB97M-V/def2-TZVPD.

```
! RIJCOSX wB97M-V def2-TZVPD def2/J DEFGRID3
* xyz 0 1
Cl -2.743 2.001 1.724
N 1.406 -0.997 -1.443
N 1.034 1.240 -0.649
N -0.198 -2.033 0.369
N -0.077 -0.639 0.289
C 0.848 -0.142 -0.663
C -1.573 1.276 0.685
C -1.041 0.063 0.964
H 0.689 -2.435 0.597
H -1.311 1.845 -0.236
H -1.429 -0.488 1.778
H -0.461 -2.363 -0.500
H 1.866 1.482 -1.134
H 0.930 1.693 0.257
H 2.062 -0.504 -2.037
*
```

Properties
lowest unoccupied orbital energy	0.77	eV
SMILES	[H]/N=C(\N)N(N)/C=C/Cl
highest occupied orbital energy	-8.285	eV
Kohn-Sham gap	9.056	eV

=====

Which is most stable, and by how much? b, by 1.286 eV.

=====

a | Computed, not measured: C5H10 in the gas phase, with ωB97M-V/def2-TZVPD.

```
! RIJCOSX wB97M-V def2-TZVPD def2/J DEFGRID3
* xyz 0 1
C -0.174 -0.271 -0.317
C 1.292 -0.438 -0.707
C 0.214 1.584 1.380
C -0.495 0.383 0.835
C -1.117 -1.267 -0.931
H -0.609 -2.216 -1.065
H -1.552 0.348 1.097
H 0.016 1.630 2.458
H 1.408 -1.456 -1.070
H 1.296 1.547 1.276
H 1.406 0.199 -1.585
H -1.345 -0.940 -1.948
H 1.920 -0.135 0.115
H -2.076 -1.453 -0.449
H -0.185 2.486 0.911
*
```

Properties
lowest unoccupied orbital energy	1.11	eV
SMILES	CC=C(C)C
highest occupied orbital energy	-8.663	eV
Kohn-Sham gap	9.774	eV

=====

b | Computed, not measured: a 3-piece molecular cluster, C5H10 overall, with ωB97M-V/def2-TZVPD.

```
! RIJCOSX wB97M-V def2-TZVPD def2/J DEFGRID3
* xyz 0 1
C -0.521 1.326 -1.405
C 1.307 -0.210 1.291
C 1.294 -1.596 0.717
C 1.798 -0.683 -0.046
C -1.676 1.346 -0.749
H 0.372 0.358 1.353
H -0.440 0.919 -2.410
H -1.912 -1.729 0.763
H -1.754 1.754 0.257
H 2.258 -0.394 -0.979
H -1.571 -1.182 0.389
H 1.019 -2.625 0.889
H 0.392 1.715 -0.960
H 2.024 0.046 2.077
H -2.591 0.955 -1.186
*
```

Properties
lowest unoccupied orbital energy	1.36	eV
SMILES	C1=CC1.[H][H].C=C
highest occupied orbital energy	-9.435	eV
Kohn-Sham gap	10.792	eV

=====

c | Computed, not measured: C5H10 in the gas phase, with ωB97M-V/def2-TZVPD.

```
! RIJCOSX wB97M-V def2-TZVPD def2/J DEFGRID3
* xyz 0 1
C -1.455 0.003 -0.013
C 1.925 -0.200 0.415
C 0.643 -0.260 1.147
C -0.808 1.256 -0.605
C -0.389 -1.042 0.413
H -0.235 1.015 -1.509
H 2.484 -0.986 0.958
H -0.029 -1.578 -0.485
H -2.122 -0.462 -0.747
H 2.492 0.721 0.582
H -2.062 0.272 0.856
H -0.866 -1.762 1.090
H -0.117 1.697 0.126
H 1.925 -0.478 -0.653
H -1.548 2.019 -0.855
*
```

Properties
lowest unoccupied orbital energy	0.39	eV
highest occupied orbital energy	-8.168	eV
Kohn-Sham gap	8.559	eV

=====

d | Computed, not measured: C5H10 as an isolated structure, with ωB97M-V/def2-TZVPD.

```
! RIJCOSX wB97M-V def2-TZVPD def2/J DEFGRID3
* xyz 0 1
C 1.789 -0.054 0.147
C -0.716 -0.922 0.550
C -0.545 0.735 -0.911
C 0.393 -0.126 -0.097
C -1.690 -0.196 -0.420
H -0.665 -2.014 0.446
H 1.092 0.655 0.875
H -2.071 -0.851 -1.208
H -0.379 0.755 -1.996
H 2.209 0.999 1.402
H 2.409 0.507 -0.546
H -0.653 1.776 -0.569
H -2.535 0.311 0.055
H 2.270 -0.880 0.662
H -0.908 -0.695 1.611
*
```

Properties
lowest unoccupied orbital energy	0.86	eV
highest occupied orbital energy	-6.779	eV
Kohn-Sham gap	7.643	eV

=====

Which is most stable, and by how much? a, by 2.624 eV.

=====

a | Computed, not measured: a 2-piece molecular cluster, C5H10 overall, with ωB97M-V/def2-TZVPD.

```
! RIJCOSX wB97M-V def2-TZVPD def2/J DEFGRID3
* xyz 0 1
C -2.974 -1.571 -0.841
C 0.803 1.498 1.643
C 1.413 0.711 0.537
C -1.833 -1.527 -1.504
C 2.683 0.888 0.038
H -2.951 -1.298 0.262
H -3.888 -2.103 -1.159
H 2.992 0.324 -0.856
H 0.684 0.028 -0.021
H -0.919 -1.747 -0.898
H 1.408 2.382 1.732
H -0.252 1.742 1.374
H -1.739 -1.824 -2.600
H 3.321 1.681 0.430
H 0.797 0.816 2.500
*
```

Properties
lowest unoccupied orbital energy	1.15	eV
SMILES	C=CC.C=C
highest occupied orbital energy	-9.368	eV
Kohn-Sham gap	10.513	eV

=====

b | Computed, not measured: a 2-piece molecular cluster, C5H10 overall, with ωB97M-V/def2-TZVPD.

```
! RIJCOSX wB97M-V def2-TZVPD def2/J DEFGRID3
* xyz 0 1
C -0.546 0.369 -0.214
C -1.176 0.966 1.040
C 0.183 1.184 -1.111
C 1.280 0.580 -0.434
C 0.013 1.971 -2.149
H -0.938 2.473 -2.270
H -0.571 -0.692 -0.406
H 1.499 -0.465 -0.611
H -0.347 1.419 1.582
H 1.797 1.068 0.379
H -1.843 1.760 0.707
H 0.867 2.165 -2.781
H 0.713 -6.147 2.274
H 0.719 -6.891 2.304
H -1.651 0.239 1.690
*
```

Properties
lowest unoccupied orbital energy	1.01	eV
SMILES	C=C1C[C@H]1C.[H][H]
highest occupied orbital energy	-8.375	eV
Kohn-Sham gap	9.389	eV

=====

c | Computed, not measured: C5H10 in the gas phase, with ωB97M-V/def2-TZVPD.

```
! RIJCOSX wB97M-V def2-TZVPD def2/J DEFGRID3
* xyz 0 1
C 1.294 0.418 -0.097
C -2.497 -0.335 -0.052
C 0.093 -0.179 0.006
C -1.247 0.556 0.079
C 2.661 -0.228 -0.001
H -2.523 -0.999 0.784
H 2.864 -0.884 -0.848
H 0.190 -1.313 0.200
H -1.289 1.143 1.006
H -1.214 1.277 -0.746
H -2.422 -0.951 -0.979
H 3.459 0.530 0.074
H -3.446 0.267 -0.140
H 2.764 -0.805 0.883
H 1.312 1.504 -0.168
*
```

Properties
lowest unoccupied orbital energy	1.29	eV
SMILES	C/C=C/CC
highest occupied orbital energy	-9.059	eV
Kohn-Sham gap	10.352	eV

=====

Which is most stable, and by how much? c, by 1.807 eV.

=====

a | Computed, not measured: C5H10 as an isolated structure, with ωB97M-V/def2-TZVPD.

```
! RIJCOSX wB97M-V def2-TZVPD def2/J DEFGRID3
* xyz 0 1
C -0.345 0.793 -0.295
C 0.062 -0.317 -0.738
C 0.795 -1.050 1.674
C 0.632 -1.433 0.117
C -1.051 1.880 -1.187
H -0.829 1.433 -2.439
H -1.940 2.171 -0.750
H -0.350 -1.004 1.964
H 1.247 -0.258 1.859
H 1.183 -1.811 2.401
H -0.510 0.940 0.557
H 0.198 -0.552 -1.960
H 1.516 -1.590 -0.301
H -0.377 2.947 -1.071
H -0.232 -2.149 0.170
*
```

Properties
lowest unoccupied orbital energy	1.13	eV
highest occupied orbital energy	-9.499	eV
Kohn-Sham gap	10.627	eV

=====

b | Computed, not measured: a 2-piece molecular cluster, C5H10 overall, with ωB97M-V/def2-TZVPD.

```
! RIJCOSX wB97M-V def2-TZVPD def2/J DEFGRID3
* xyz 0 1
C -1.397 2.221 -0.028
C 1.927 -4.553 -0.314
C -0.884 1.661 1.081
C -0.814 3.538 -0.501
C 1.152 -3.447 -0.090
H -2.065 1.696 -0.621
H -1.738 4.277 -0.664
H -0.286 3.563 -1.517
H -1.215 0.733 1.445
H 0.303 -3.081 -0.752
H 1.729 -5.160 -1.173
H 2.259 -5.098 0.715
H -0.151 2.366 1.621
H 1.401 -2.805 0.663
H -0.221 4.090 0.134
*
```

Properties
lowest unoccupied orbital energy	1.07	eV
SMILES	C=CC.C=C
highest occupied orbital energy	-9.592	eV
Kohn-Sham gap	10.666	eV

=====

c | Computed, not measured: a 2-piece molecular cluster, C5H10 overall, with ωB97M-V/def2-TZVPD.

```
! RIJCOSX wB97M-V def2-TZVPD def2/J DEFGRID3
* xyz 0 1
C 1.301 0.056 -0.710
C 2.232 1.337 -0.681
C -0.675 -0.583 0.879
C -1.667 0.066 0.020
C -0.024 0.433 -0.080
H -2.181 -0.347 -0.835
H -0.209 -1.560 0.686
H 3.057 0.981 -1.290
H -3.370 -2.660 0.882
H -3.554 -2.338 1.523
H 2.689 1.636 0.251
H 1.158 -0.308 -1.722
H -0.582 -0.390 1.930
H 1.809 2.227 -1.161
H 0.015 1.450 0.310
*
```

Properties
lowest unoccupied orbital energy	-1.47	eV
highest occupied orbital energy	-7.589	eV
Kohn-Sham gap	6.116	eV

=====

Which is most stable, and by how much? b, by 1.910 eV.

=====

a | Computed, not measured: C3H8O in the gas phase, with ωB97M-V/def2-TZVPD.

```
! RIJCOSX wB97M-V def2-TZVPD def2/J DEFGRID3
* xyz 0 1
O -0.270 -1.181 -1.036
C 1.381 -0.064 0.310
C 0.055 0.103 -0.398
C -1.118 0.394 0.509
H -1.111 -0.135 1.473
H 1.723 0.878 0.757
H 0.132 0.888 -1.172
H -1.351 1.444 0.705
H -0.984 -1.066 -1.691
H 2.130 -0.404 -0.406
H 1.283 -0.806 1.110
H -1.868 -0.052 -0.163
*
```

Properties
lowest unoccupied orbital energy	1.01	eV
SMILES	CC(C)O
highest occupied orbital energy	-10.374	eV
Kohn-Sham gap	11.382	eV

=====

b | Computed, not measured: C3H8O in the gas phase, with ωB97M-V/def2-TZVPD.

```
! RIJCOSX wB97M-V def2-TZVPD def2/J DEFGRID3
* xyz 0 1
O 2.049 -0.527 0.118
C -0.202 -0.513 -0.280
C 0.941 0.347 0.238
C -1.567 0.132 -0.015
H 0.783 0.687 1.279
H -0.049 -0.593 -1.362
H -1.718 1.008 -0.660
H 0.931 1.262 -0.387
H -2.391 -0.554 -0.221
H -0.033 -1.548 0.070
H 2.946 -0.203 0.208
H -1.690 0.502 1.012
*
```

Properties
lowest unoccupied orbital energy	1.02	eV
SMILES	CCCO
highest occupied orbital energy	-10.377	eV
Kohn-Sham gap	11.398	eV

=====

Which is most stable, and by how much? a, by 0.084 eV.

=====

a | Computed, not measured: an isolated ion of composition C4H8BrN2 and charge +1, with ωB97M-V/def2-TZVPD.

```
! RIJCOSX wB97M-V def2-TZVPD def2/J DEFGRID3
* xyz 1 1
Br 3.172 0.051 0.000
N -0.014 1.057 -0.180
N -1.909 -0.315 0.288
C 1.411 -0.942 0.548
C 0.344 -0.407 -0.372
C -0.991 -1.078 -0.124
C -1.378 1.044 0.392
H -1.423 1.377 1.391
H -2.026 1.716 -0.303
H 0.656 1.629 0.472
H -0.097 1.386 -1.141
H 0.444 -0.536 -1.443
H 1.228 -0.731 1.617
H -1.166 -2.179 -0.382
H 1.410 -2.017 0.251
*
```

Properties
lowest unoccupied orbital energy	-3.94	eV
SMILES	BrC[C@H]1C=NC[NH2+]1
highest occupied orbital energy	-14.525	eV
Kohn-Sham gap	10.585	eV

=====

b | Computed, not measured: an isolated ion of composition C4H8BrN2 and charge +1, with ωB97M-V/def2-TZVPD.

```
! RIJCOSX wB97M-V def2-TZVPD def2/J DEFGRID3
* xyz 1 1
Br 1.550 3.035 -2.037
N -0.065 -0.714 -0.089
N 0.584 1.819 -1.074
C -0.260 0.575 0.688
C -1.332 0.082 -0.247
C 0.200 -1.977 0.323
C 0.551 1.730 0.188
H -1.344 0.400 -1.250
H 1.285 -2.191 0.350
H -2.432 -0.054 0.098
H -0.269 0.344 1.840
H -0.328 -2.655 -0.298
H 1.221 2.327 0.775
H 0.673 -0.331 -0.595
H -0.035 -2.389 1.327
*
```

Properties
lowest unoccupied orbital energy	-4.03	eV
SMILES	C[N@H+]1C[C@@H]1/C=N/Br
highest occupied orbital energy	-13.769	eV
Kohn-Sham gap	9.739	eV

=====

Which is most stable, and by how much? a, by 2.663 eV.

=====

a | Computed, not measured: a 3-piece molecular cluster, C5H14O2 overall, with ωB97M-V/def2-TZVPD.

```
! RIJCOSX wB97M-V def2-TZVPD def2/J DEFGRID3
* xyz 1 2
O -0.573 0.212 -3.326
O 1.697 1.113 -1.518
C 0.261 0.125 1.267
C -0.842 0.503 0.484
C 0.951 -1.157 1.138
C -1.490 1.815 0.698
C -0.049 -2.311 0.957
H -0.727 2.587 0.822
H -0.964 -2.149 1.520
H 1.613 -1.114 0.255
H -0.732 -0.711 -3.110
H -1.383 -0.149 -0.191
H 0.254 -3.256 1.417
H 1.643 -1.368 1.949
H 0.722 0.880 1.885
H -0.311 -2.558 -0.066
H -2.142 2.046 -0.136
H 1.745 1.534 -0.657
H 2.117 1.730 -2.133
H 0.245 0.494 -2.904
H -2.037 1.735 1.649
*
```

Properties
lowest unoccupied orbital energy (spin up / spin down)	-4.89 / -8.31	eV
highest occupied orbital energy (spin up / spin down)	-14.332 / -14.327	eV
Kohn-Sham gap (spin up / spin down)	9.446 / 6.012	eV

=====

b | Computed, not measured: a 2-piece molecular cluster, C5H14O2 overall, with ωB97M-V/def2-TZVPD.

```
! RIJCOSX wB97M-V def2-TZVPD def2/J DEFGRID3
* xyz 1 2
O -2.343 0.781 0.758
O 0.034 -3.063 -3.859
C 0.327 -0.388 0.898
C -1.343 1.232 -0.341
C 2.469 0.816 1.709
C -0.091 0.378 -0.329
C 0.906 0.553 1.909
H -0.145 -0.364 -1.177
H 0.858 0.112 2.935
H -0.648 -0.835 1.288
H 0.305 1.525 1.851
H 2.682 1.412 2.585
H -0.985 2.298 -0.159
H 0.997 -1.223 0.711
H 2.892 -0.221 1.892
H 0.724 1.095 -0.566
H -2.021 1.261 -1.189
H 0.962 -2.802 -3.878
H -0.571 -2.352 -4.287
H -3.024 1.482 0.883
H 2.848 1.326 0.846
*
```

Properties
lowest unoccupied orbital energy (spin up / spin down)	-3.94 / -10.26	eV
highest occupied orbital energy (spin up / spin down)	-13.959 / -13.956	eV
Kohn-Sham gap (spin up / spin down)	10.018 / 3.701	eV

=====

Which is most stable, and by how much? a, by 2.170 eV.